Below is a molecular structure, C45H58N6O4Si2Te2V in a non-equilibrium geometry, with properties calculated with ωB97M-V/def2-TZVPD.

Geometry as ORCA input:
```
! wB97M-V def2-TZVPD RIJCOSX def2/J DEFGRID3
* xyz 0 2
V -2.067 -0.115 0.384
C -4.164 1.897 -2.620
C -3.652 2.975 -1.674
C -4.304 4.223 -1.736
C -4.013 5.221 -0.811
C -2.932 5.030 0.038
C -2.273 3.764 0.098
C -1.128 3.661 1.060
C -2.614 2.715 -0.740
N -1.926 1.487 -0.798
C -1.344 1.101 -2.017
O -0.720 1.854 -2.769
C -1.839 -0.307 -2.386
C -1.524 -1.013 -3.557
C -2.049 -2.296 -3.754
C -2.659 -2.956 -2.650
C -2.938 -2.206 -1.500
N -2.556 -0.910 -1.401
C -3.514 -2.691 -0.142
O -4.068 -3.755 0.096
N -3.329 -1.696 0.784
C -3.853 -1.747 2.093
C -5.109 -1.134 2.303
C -5.765 -0.453 1.137
C -5.722 -1.157 3.570
C -5.081 -1.806 4.621
C -3.879 -2.453 4.395
C -3.298 -2.527 3.110
C -2.034 -3.316 2.920
H -5.090 2.209 -3.128
H -4.404 0.939 -2.150
H -3.426 1.708 -3.395
H -4.987 4.389 -2.571
H -4.602 6.144 -0.778
H -2.555 5.821 0.721
H -1.465 3.466 2.079
H -0.527 4.559 1.020
H -0.502 2.805 0.792
H -0.878 -0.499 -4.252
H -1.931 -2.807 -4.718
H -2.891 -3.999 -2.704
H -5.434 -0.875 0.175
H -5.485 0.597 1.076
H -6.872 -0.500 1.203
H -6.665 -0.661 3.708
H -5.525 -1.824 5.609
H -3.351 -3.000 5.192
H -2.013 -4.202 3.553
H -1.175 -2.693 3.154
H -1.924 -3.634 1.869
C 3.170 -0.908 3.751
O 2.603 -0.019 2.776
C 3.491 1.040 2.438
C 2.747 2.266 1.928
O 2.228 2.087 0.608
C 1.851 3.332 0.001
H 3.457 -0.354 4.674
H 4.034 -1.437 3.370
H 2.392 -1.680 3.934
H 4.194 0.639 1.679
H 4.034 1.315 3.366
H 3.407 3.154 1.916
H 1.932 2.429 2.625
H 2.675 3.798 -0.551
H 1.563 4.053 0.733
H 1.002 3.189 -0.680
N -0.551 -1.501 0.330
C 0.002 -2.529 0.329
C 0.669 -3.738 0.233
C 0.040 -4.796 -0.470
N -0.513 -5.624 -1.059
C 1.964 -3.960 0.791
N 3.030 -4.171 1.232
Te -1.209 0.674 2.975
C -2.578 1.947 4.025
C -3.737 2.456 3.425
C -4.658 3.219 4.142
C -4.384 3.522 5.482
C -3.177 3.117 6.064
C -2.283 2.314 5.376
H -3.843 2.192 2.366
H -5.586 3.484 3.636
H -5.113 4.045 6.072
H -2.900 3.405 7.080
H -1.345 2.013 5.849
C 4.496 -4.914 -4.015
Si 3.341 -3.440 -3.949
C 1.561 -3.963 -4.057
C 3.761 -2.177 -5.274
C 3.676 -2.703 -2.212
Te 2.811 -0.739 -1.674
C 4.163 0.779 -2.533
Si 5.902 1.111 -1.816
C 6.758 -0.365 -1.026
C 5.781 2.480 -0.540
C 6.895 1.593 -3.292
H 4.452 -5.471 -4.944
H 4.226 -5.607 -3.201
H 5.520 -4.643 -3.811
H 1.463 -4.658 -4.910
H 0.914 -3.097 -4.237
H 1.273 -4.483 -3.141
H 4.058 -2.626 -6.218
H 4.595 -1.515 -4.984
H 2.875 -1.542 -5.445
H 4.743 -2.557 -2.027
H 3.365 -3.427 -1.468
H 3.534 1.670 -2.445
H 4.173 0.571 -3.597
H 6.136 -0.739 -0.177
H 7.729 -0.085 -0.633
H 6.914 -1.167 -1.727
H 5.289 2.120 0.374
H 5.123 3.246 -0.885
H 6.702 2.959 -0.266
H 7.060 0.727 -3.960
H 7.845 2.038 -3.038
H 6.312 2.318 -3.831
*
```

Output
HOMO (alpha / beta) in eV: -7.2640 / -7.2636
Total energy in eV: -120764.4589
Max |F| in eV/Å: 2.59
⟨S²⟩: 0.79

These are the Löwdin partial charges, in e, on atoms 1 to 8: number 1, V, carries 0.81; number 2, C, carries -0.03; number 3, C, carries -0.17; number 4, C, carries -0.05; number 5, C, carries -0.08; number 6, C, carries -0.03; number 7, C, carries -0.19; number 8, C, carries -0.09